(1)
{
  "formula": "C4H12N2O",
  "method": "ωB97M-V with the def2-TZVPD basis set",
  "de_lowest_kj_mol": 220.08,
  "largest_force_ev_per_a": 5.0,
  "homo_energy_ev": [-13.9, -13.9],
  "total_charge": 1,
  "multiplicity": 2,
  "lumo_ha": [-0.1120, -0.2931],
  "s2": 0.754,
  "homo_lumo_gap_ev": [10.893, 5.936],
  "symbols": ["N", "C", "C", "O", "C", "N", "C", "H", "H", "H", "H", "H", "H", "H", "H", "H", "H", "H", "H"],
  "positions_angstrom": [[-0.521, 0.375, -1.726], [-0.878, -0.151, -0.368], [-1.747, -1.427, -0.220], [-2.717, -1.186, 0.896], [0.602, -0.203, 0.285], [1.114, 1.101, 0.149], [2.294, 1.242, 0.966], [-0.390, -0.447, -2.321], [-1.331, 0.853, -2.123], [-1.356, 0.586, 0.129], [-1.159, -2.272, 0.169], [-2.448, -1.539, -1.115], [-2.331, -0.969, 1.716], [0.483, -0.541, 1.281], [1.359, -0.906, -0.142], [1.233, 1.422, -0.884], [2.610, 2.304, 0.903], [1.995, 1.028, 1.940], [3.187, 0.729, 0.465]]
}


(2)
{
  "formula": "C17H17ClFeO12",
  "method": "ωB97M-V with the def2-TZVPD basis set",
  "de_lowest_kj_mol": 10.85,
  "largest_force_ev_per_a": 0.2,
  "homo_energy_ev": [-2.5, -2.1],
  "total_charge": -2,
  "multiplicity": 5,
  "lumo_ha": [0.1643, 0.1643],
  "s2": 6.008,
  "homo_lumo_gap_ev": [6.995, 6.531],
  "symbols": ["Fe", "O", "C", "O", "C", "C", "C", "C", "C", "O", "C", "C", "O", "O", "H", "H", "H", "H", "H", "H", "H", "H", "C", "O", "C", "C", "C", "C", "C", "C", "O", "C", "O", "C", "H", "H", "H", "H", "H", "H", "H", "H", "H", "O", "Cl", "O", "O", "O"],
  "positions_angstrom": [[0.240, 0.325, -0.825], [2.864, -1.105, 2.201], [2.450, -0.583, 1.153], [1.438, -0.940, 0.484], [3.160, 0.708, 0.696], [2.232, 1.884, 1.066], [3.019, 3.198, 1.127], [3.266, 3.472, -0.377], [2.573, 2.272, -1.027], [1.458, 2.064, -0.134], [3.385, 0.983, -0.829], [2.932, -0.112, -1.819], [3.788, -0.873, -2.265], [1.697, -0.082, -2.151], [4.099, 0.773, 1.245], [1.555, 1.694, 1.894], [2.414, 3.984, 1.579], [3.936, 3.087, 1.707], [2.779, 4.394, -0.697], [4.324, 3.521, -0.639], [2.186, 2.427, -2.030], [4.447, 1.149, -1.015], [-4.772, -4.273, -1.954], [-4.518, -4.278, -0.570], [-3.633, -3.335, -0.101], [-3.433, -3.348, 1.291], [-2.574, -2.421, 1.826], [-1.895, -1.459, 1.059], [-1.089, -0.428, 1.703], [-0.609, -0.592, 3.127], [-0.730, 0.600, 1.122], [-2.055, -1.486, -0.371], [-1.434, -0.738, -1.192], [-2.974, -2.445, -0.905], [-5.514, -5.051, -2.132], [-3.870, -4.495, -2.531], [-5.168, -3.309, -2.286], [-3.958, -4.071, 1.900], [-2.432, -2.425, 2.898], [-1.295, -1.123, 3.783], [-0.402, 0.396, 3.534], [0.336, -1.142, 3.066], [-3.088, -2.433, -1.979], [-2.158, 3.486, -2.957], [-1.034, 3.131, -2.123], [-0.297, 2.027, -2.732], [-0.159, 4.275, -1.992], [-1.493, 2.695, -0.825]]
}